# 1
Here is a structure of composition C39H33AsF5N7O5PbSTe4 at a distorted geometry from the OMol25 dataset. Energies are from the ωB97M-V functional and the def2-TZVPD basis.

Positions of all 96 atoms, in Å:
Pb (-0.058101, 0.182215, -0.552975)
S (-3.917208, 1.888585, -3.297090)
C (-4.778959, 1.922298, -1.831039)
C (-3.978238, 2.302874, -0.797758)
C (-2.636588, 2.560638, -1.208437)
C (-2.457279, 2.378611, -2.546992)
C (-1.231010, 2.546256, -3.349445)
C (-1.135066, 2.068956, -4.656542)
C (0.029231, 2.306645, -5.359101)
C (1.063043, 2.996055, -4.740375)
C (0.879039, 3.412815, -3.431451)
N (-0.241695, 3.203723, -2.756411)
H (-5.826624, 1.675349, -1.804045)
H (-4.315340, 2.399122, 0.224026)
H (-1.953596, 1.525275, -5.107937)
H (0.126481, 1.961705, -6.381868)
H (1.987442, 3.216946, -5.258491)
H (1.649203, 3.965339, -2.906472)
Te (-1.187301, 2.871105, 0.295018)
Te (-1.885355, 6.780555, 1.334552)
Te (0.509718, 6.624740, -2.191792)
Te (0.032513, 5.347843, 0.131333)
O (5.825234, -3.810329, 3.015642)
N (4.641223, -3.975173, 2.585375)
O (4.193068, -5.157902, 2.445284)
C (3.888088, -2.902568, 2.285169)
C (4.481314, -1.584979, 2.465665)
C (3.837283, -0.464855, 2.067071)
C (4.386592, 0.876862, 2.160290)
C (3.746771, 1.927578, 1.604222)
C (2.508087, 1.737842, 0.922830)
N (1.931649, 0.552772, 0.901888)
C (2.515084, -0.524661, 1.460334)
C (1.844572, -1.807344, 1.389703)
N (0.594224, -1.813384, 0.917095)
C (-0.099758, -2.964632, 0.826445)
C (0.459712, -4.157561, 1.179099)
C (1.785056, -4.189088, 1.642908)
C (2.522126, -3.013633, 1.785908)
H (5.460782, -1.534700, 2.913658)
H (5.338152, 1.006029, 2.664103)
H (4.156830, 2.929363, 1.662840)
H (1.998130, 2.562106, 0.439233)
H (-1.115200, -2.888938, 0.450070)
H (-0.112980, -5.071711, 1.091234)
H (2.270156, -5.119224, 1.884573)
C (4.644964, 1.357132, -1.982648)
As (3.322105, 0.035374, -2.384920)
C (3.737773, -1.540391, -1.387954)
C (3.597865, -0.466518, -4.219074)
O (1.779682, 0.633157, -2.223349)
H (5.626624, 0.895582, -1.888512)
H (4.362179, 1.824134, -1.039440)
H (4.650731, 2.100439, -2.779255)
H (4.746063, -1.860371, -1.650414)
H (3.018481, -2.315687, -1.654335)
H (3.686343, -1.345252, -0.318346)
H (4.642053, -0.720019, -4.398504)
H (3.292342, 0.363890, -4.852970)
H (2.965612, -1.329366, -4.425757)
F (-2.172591, -6.228788, -2.617760)
C (-2.179374, -4.881838, -2.523428)
C (-3.349513, -4.193231, -2.252410)
F (-4.504414, -4.874391, -2.110504)
C (-3.342366, -2.818652, -2.136021)
F (-4.529325, -2.198889, -1.885682)
C (-2.181341, -2.017453, -2.255850)
O (-2.174246, -0.755857, -2.083984)
C (-1.025974, -2.773834, -2.585994)
F (0.140515, -2.110028, -2.784754)
C (-1.017291, -4.147499, -2.701567)
F (0.126958, -4.789162, -3.001258)
N (-5.856218, -1.223008, 0.878025)
C (-5.391093, -1.250715, 2.154443)
O (-6.110399, -1.473822, 3.114188)
C (-3.927863, -0.935511, 2.342384)
C (-3.388849, -1.062998, 3.616814)
C (-2.055700, -0.744984, 3.824194)
C (-1.314963, -0.287632, 2.745587)
N (-1.833044, -0.164663, 1.522854)
C (-3.099872, -0.498698, 1.318638)
H (-6.800424, -1.550405, 0.755000)
H (-5.237291, -1.308793, 0.088227)
H (-4.030107, -1.404914, 4.417823)
H (-1.590945, -0.856175, 4.793474)
H (-0.272956, -0.004801, 2.851861)
H (-3.436750, -0.389947, 0.290763)
C (-2.216037, 3.780725, 5.215185)
C (-0.711719, 3.540615, 5.351283)
C (-0.099566, 3.407283, 4.026995)
N (0.271239, 3.308810, 2.947419)
H (-2.675375, 3.829341, 6.202229)
H (-2.684629, 2.975049, 4.650207)
H (-2.403623, 4.714938, 4.687485)
H (-0.499807, 2.633685, 5.919493)
H (-0.228409, 4.374630, 5.862814)

Cartesian forces, eV/Å:
0.52 -0.82 -0.54
-0.16 -0.02 -0.18
0.09 0.05 0.13
-0.04 -0.06 -0.08
0.11 0.06 0.48
0.21 -0.02 -0.42
-0.19 -0.03 0.12
0.01 -0.02 -0.02
0.07 0.07 -0.01
-0.06 -0.04 0.00
0.15 -0.19 -0.11
0.08 -0.10 0.02
-0.05 -0.02 0.01
-0.01 0.02 0.03
0.00 -0.05 0.02
0.01 -0.02 0.02
0.00 -0.01 0.00
0.01 -0.08 -0.05
-0.74 0.51 0.20
0.07 -0.11 0.04
-0.18 -0.07 0.36
0.21 0.92 -0.06
0.10 0.06 0.03
0.16 -0.24 0.09
-0.07 -0.08 -0.02
-0.23 0.35 -0.11
-0.03 -0.19 -0.08
-0.04 0.22 -0.12
0.02 -0.18 0.07
-0.08 0.15 -0.10
0.06 0.12 0.07
-0.14 -0.12 0.04
0.04 -0.01 0.18
0.11 0.06 0.10
-0.08 0.12 -0.26
0.02 -0.01 -0.05
0.05 -0.06 0.03
-0.07 -0.15 -0.07
0.08 0.19 0.12
0.03 -0.02 0.01
0.00 0.01 0.03
0.02 0.00 0.00
-0.03 -0.01 0.04
-0.03 0.01 -0.04
0.01 -0.02 -0.01
-0.04 0.01 0.06
0.03 0.16 0.05
-0.34 0.01 -0.02
-0.02 -0.10 0.03
-0.03 -0.03 -0.08
0.18 -0.18 0.07
0.02 -0.01 0.00
0.04 -0.02 -0.01
-0.01 0.02 0.03
0.00 -0.03 -0.02
0.00 0.00 0.04
0.07 0.00 -0.08
0.01 0.00 0.00
0.00 0.01 -0.01
0.00 0.02 -0.02
-0.01 0.04 -0.03
-0.03 0.02 0.00
0.01 -0.03 -0.02
0.08 0.03 0.01
-0.18 -0.04 0.04
0.06 -0.01 0.11
0.05 0.05 -0.03
-0.05 0.04 0.14
0.12 -0.08 -0.05
-0.11 -0.07 0.10
0.10 -0.02 -0.06
-0.12 0.06 0.05
-0.07 -0.12 0.09
0.28 0.07 0.03
-0.03 0.01 -0.11
-0.32 -0.11 0.10
0.09 0.05 -0.04
-0.11 -0.01 -0.11
-0.05 0.07 -0.03
0.23 -0.02 0.06
-0.03 0.07 -0.10
0.04 0.01 -0.02
0.03 0.01 -0.07
-0.01 -0.02 0.01
0.00 0.02 0.02
0.01 -0.04 -0.01
-0.01 0.02 -0.02
-0.04 0.01 0.01
0.08 0.05 -0.13
-0.23 0.02 0.16
0.29 -0.06 -0.05
-0.01 0.01 0.01
0.01 0.01 0.01
-0.01 -0.02 -0.04
0.01 0.01 0.00
0.00 -0.03 0.02

Summary:
E_HOMO (spin up / spin down) (eV): -0.320 / -0.293
M (g/mol): 1599.32
Charge: -2
HOMO-LUMO gap (spin up / spin down) (eV): 3.43 / 3.40
Lowest unoccupied orbital energy (spin up / spin down) (eV): 3.1 / 3.1

# 2
Here is an isolated molecule of C3H5N3O at a distorted geometry from the OMol25 dataset. Energies are from the ωB97M-V functional and the def2-TZVPD basis.

Positions of all 12 atoms, in Å:
C (1.889437, -0.065425, 0.075140)
C (0.401414, -0.215632, 0.113884)
N (-0.235321, -1.192033, 0.655704)
N (-1.622782, -0.954333, 0.385312)
C (-1.736138, 0.171831, -0.446370)
O (-2.772508, 0.597841, -0.882806)
N (-0.461866, 0.704473, -0.469091)
H (2.249242, 0.268537, -0.904705)
H (2.343321, -1.029842, 0.307939)
H (2.221666, 0.662730, 0.821567)
H (-2.057947, -0.525189, 1.194608)
H (-0.240576, 1.602057, -0.859035)

Cartesian forces, eV/Å:
-0.06 -0.06 0.07
-0.09 0.09 -0.06
0.04 0.40 0.05
0.42 -0.08 -0.06
-0.26 0.57 0.17
0.26 0.35 -0.30
0.26 -0.11 -0.58
-0.20 -0.09 0.15
-0.07 0.13 0.01
-0.07 -0.06 -0.08
-0.37 -1.08 0.87
0.14 -0.07 -0.25

Summary:
E_HOMO (eV): -9.571
M (g/mol): 99.09
SMILES: Cc1n[nH]c(=O)[nH]1
Energy above the lowest of the compared OMol25 structures with the same formula, charge and spin (kcal/mol): 24.64
HOMO-LUMO gap (eV): 10.17
Lowest unoccupied orbital energy (eV): 0.6

# 3
Here is a structure of composition C44H61N7O3SbSi4TeTl from the OMol25 dataset. Energies are from the ωB97M-V functional and the def2-TZVPD basis.

Positions of all 122 atoms, in Å:
Tl (-0.854352, 0.900085, 0.372244)
C (12.703931, -2.825431, -0.019933)
O (12.017012, -1.985995, -0.930656)
C (10.676214, -1.861447, -0.784705)
C (9.933591, -2.484587, 0.211122)
C (8.560007, -2.283239, 0.265097)
C (7.912758, -1.469944, -0.653152)
C (8.673921, -0.850575, -1.649372)
C (10.034108, -1.042590, -1.716123)
C (6.466267, -1.239600, -0.619783)
N (5.790438, -0.567483, -1.521363)
C (4.488910, -0.594905, -1.089351)
C (4.374637, -1.296034, 0.082834)
N (5.651397, -1.710819, 0.376809)
C (3.132382, -1.509285, 0.749921)
C (2.972753, -2.292504, 1.903591)
C (1.725125, -2.457264, 2.436544)
C (0.649223, -1.787682, 1.842272)
N (0.785219, -1.018172, 0.776475)
C (1.994885, -0.904195, 0.184818)
C (2.087595, -0.190624, -1.086189)
N (0.948262, 0.254494, -1.653735)
C (1.019224, 0.843172, -2.830002)
C (2.215378, 1.050730, -3.524890)
C (3.382182, 0.609009, -2.961882)
C (3.330694, -0.041761, -1.723095)
H (13.747844, -2.802020, -0.317821)
H (12.335073, -3.852654, -0.073291)
H (12.611974, -2.457465, 1.004913)
H (10.403250, -3.124583, 0.942850)
H (8.006590, -2.791584, 1.045932)
H (8.170975, -0.216441, -2.366353)
H (10.630697, -0.566609, -2.482618)
H (5.947841, -2.218721, 1.190048)
H (3.832610, -2.765245, 2.363397)
H (1.556080, -3.044812, 3.328193)
H (-0.345160, -1.841816, 2.267640)
H (0.083541, 1.176344, -3.257116)
H (2.198935, 1.548602, -4.484319)
H (4.341377, 0.732394, -3.447150)
C (1.725879, -1.796520, 6.291625)
C (0.347563, -1.682561, 6.172325)
C (-0.218164, -0.794985, 5.267694)
C (0.613762, -0.012077, 4.473975)
C (1.993254, -0.099931, 4.607724)
C (2.545571, -0.994303, 5.509979)
N (0.112482, 0.947178, 3.514350)
N (0.873134, 2.064000, 3.410924)
C (0.984515, 2.733451, 2.221726)
C (1.783246, 3.903473, 2.369082)
C (2.119405, 4.719841, 1.320806)
C (1.687814, 4.427460, 0.026844)
C (0.911609, 3.300987, -0.153763)
C (0.535322, 2.461119, 0.900113)
H (2.155625, -2.493126, 7.000040)
H (-0.304321, -2.285385, 6.791678)
H (-1.289241, -0.720834, 5.184040)
H (2.609629, 0.551822, 4.005360)
H (3.622310, -1.053587, 5.608500)
H (2.127167, 4.120252, 3.372583)
H (2.728193, 5.597022, 1.506034)
H (1.936123, 5.067316, -0.809922)
H (0.568872, 3.077890, -1.156177)
O (-1.240003, -2.384587, -1.374101)
H (-0.437007, -2.617220, -0.897540)
H (-1.012166, -2.448661, -2.306969)
O (-1.659845, -0.269429, 3.026801)
N (-1.021090, 0.822420, 2.904466)
C (-5.065947, -3.028811, 1.536235)
Sb (-2.998094, -3.400249, 1.992249)
C (-3.217173, -5.545199, 2.114903)
C (-3.234884, -3.065621, 4.100592)
H (-5.697208, -3.772792, 2.022347)
H (-5.229778, -3.054246, 0.459410)
H (-5.332427, -2.037753, 1.903681)
H (-4.130798, -5.818496, 2.643253)
H (-2.362471, -5.968943, 2.643231)
H (-3.245459, -5.969118, 1.111209)
H (-4.177245, -3.479914, 4.458674)
H (-3.208476, -1.992622, 4.287930)
H (-2.410528, -3.535377, 4.638572)
C (-6.926598, 2.678003, 0.171745)
Si (-6.623771, 1.443624, -1.209900)
C (-7.712924, 1.865978, -2.683731)
C (-7.115307, -0.258847, -0.594182)
Si (-4.345184, 1.504573, -1.793272)
Te (-3.476142, 0.345535, 0.275939)
Si (-3.740838, 3.771649, -1.887683)
C (-3.510216, 4.447008, -0.159581)
C (-5.102965, 4.703470, -2.788188)
C (-2.150833, 4.037896, -2.849600)
Si (-3.941667, 0.179796, -3.677346)
C (-2.113163, 0.205651, -4.111704)
C (-4.891264, 0.841119, -5.158492)
C (-4.448976, -1.581497, -3.294908)
H (-7.941117, 2.570105, 0.564259)
H (-6.809081, 3.708426, -0.169540)
H (-6.227082, 2.512996, 0.994359)
H (-8.748488, 1.999740, -2.359657)
H (-7.700510, 1.056988, -3.416995)
H (-7.396932, 2.782642, -3.184311)
H (-8.189003, -0.276163, -0.387042)
H (-6.593827, -0.520841, 0.328684)
H (-6.900908, -1.038092, -1.327579)
H (-4.422243, 4.351287, 0.431997)
H (-3.234981, 5.504338, -0.198073)
H (-2.716153, 3.915504, 0.370499)
H (-6.039620, 4.693588, -2.228171)
H (-5.295011, 4.268089, -3.771924)
H (-4.813064, 5.747055, -2.936607)
H (-1.312256, 3.547181, -2.355802)
H (-1.917608, 5.105246, -2.893296)
H (-2.223190, 3.663591, -3.873579)
H (-1.835138, 1.160484, -4.564162)
H (-1.867579, -0.583153, -4.828909)
H (-1.507398, 0.063206, -3.214651)
H (-4.535059, 1.837066, -5.433266)
H (-5.962324, 0.911110, -4.966362)
H (-4.747011, 0.186653, -6.022473)
H (-3.970794, -1.918074, -2.371608)
H (-4.145770, -2.253756, -4.102269)
H (-5.530558, -1.669768, -3.174898)

Cartesian forces, eV/Å:
0.13 0.48 0.08
0.00 0.00 0.00
0.00 -0.01 -0.01
-0.01 0.01 0.01
0.00 -0.01 0.01
0.00 0.00 0.00
0.00 0.00 0.00
-0.02 0.00 0.00
0.01 0.00 0.00
0.01 0.00 -0.01
0.01 0.00 0.00
-0.01 0.02 0.00
-0.01 0.00 0.00
0.00 -0.01 0.00
0.02 0.02 0.00
0.01 -0.02 -0.02
-0.06 -0.02 -0.03
0.03 0.09 0.00
-0.09 -0.12 -0.05
-0.04 -0.08 0.10
0.01 0.00 -0.10
-0.08 0.10 0.18
0.03 0.14 0.03
-0.01 -0.01 0.00
0.04 -0.02 0.00
0.04 0.01 0.01
0.00 0.00 0.00
0.00 0.00 0.00
0.00 0.00 0.00
0.00 0.00 0.00
0.00 0.00 0.00
0.01 0.00 0.00
0.00 0.00 0.00
0.00 0.01 0.00
0.00 0.00 0.00
0.01 -0.01 0.00
0.03 0.03 0.02
0.06 0.09 0.01
0.00 0.00 0.00
0.00 0.01 0.00
-0.04 0.00 -0.01
0.04 -0.03 0.01
-0.03 0.00 0.00
-0.03 0.03 0.04
0.03 0.04 0.01
0.00 0.03 -0.01
-0.18 -0.15 0.12
0.10 0.16 -0.10
-0.05 -0.17 0.08
0.03 0.08 -0.07
0.02 0.00 0.10
-0.04 -0.03 -0.11
0.09 0.03 0.01
-0.01 -0.10 -0.01
0.00 0.00 0.00
0.01 -0.01 0.00
0.02 0.02 -0.01
0.00 0.00 0.00
0.00 -0.01 0.00
0.00 0.00 0.00
0.00 0.00 0.01
0.00 -0.01 0.01
-0.01 -0.05 -0.09
-0.12 -0.04 -0.12
0.01 0.06 0.06
0.06 0.01 0.00
0.00 0.09 0.23
0.06 -0.25 -0.32
0.02 0.03 -0.03
0.00 -0.03 -0.01
-0.01 0.01 0.02
0.01 0.00 0.04
0.02 -0.01 0.01
0.00 0.00 0.00
0.01 0.00 -0.01
0.00 0.03 0.01
0.00 0.00 -0.01
0.00 0.00 0.00
-0.01 -0.02 -0.02
0.00 0.00 -0.02
0.01 0.01 0.01
0.01 0.02 0.02
-0.04 0.01 0.00
0.01 0.00 -0.02
0.00 -0.03 0.02
-0.05 0.01 0.08
0.00 -0.20 -0.15
0.06 0.01 -0.04
-0.02 -0.01 0.05
-0.03 0.01 -0.01
0.00 -0.02 -0.04
0.01 0.05 -0.02
-0.04 0.00 0.02
0.00 -0.01 -0.03
0.01 -0.03 0.01
-0.01 -0.01 -0.01
0.01 0.00 0.01
-0.01 0.01 0.01
0.00 0.00 0.02
0.00 0.01 -0.01
0.00 0.00 -0.01
0.00 -0.01 0.01
0.00 -0.01 0.00
0.00 0.00 0.00
0.01 0.00 0.02
-0.01 0.00 -0.01
0.00 0.00 -0.01
-0.01 0.00 -0.01
0.00 0.01 0.00
0.00 0.00 0.01
0.09 -0.08 0.00
-0.01 0.00 -0.01
0.01 0.00 0.02
0.00 0.03 0.02
0.01 -0.01 0.03
-0.11 -0.15 -0.01
-0.01 0.00 0.00
-0.01 -0.01 0.01
0.00 0.01 -0.01
-0.01 -0.01 0.01
-0.01 0.01 -0.01
0.00 0.00 0.02

Summary:
E_HOMO (eV): -6.083
M (g/mol): 1302.11
Energy above the lowest of the compared OMol25 structures with the same formula, charge and spin (kcal/mol): 22.29
HOMO-LUMO gap (eV): 5.63
Lowest unoccupied orbital energy (eV): -0.5